Record 1
{
  "formula": "C7H3N",
  "method": "wB97M-V/def2-TZVPD",
  "species": ["C", "C", "C", "N", "C", "C", "C", "C", "H", "H", "H"],
  "coordinates": [[0.522, 0.562, -0.826], [0.273, 1.631, -0.244], [-0.607, 1.780, 1.017], [-1.052, 0.828, 1.735], [-0.999, -0.499, 1.378], [-0.437, -1.125, 0.489], [0.293, -1.694, -0.628], [0.789, -0.668, -1.406], [-0.542, 2.661, 1.494], [0.135, -2.826, -0.916], [1.624, -0.651, -2.093]],
  "mulliken_charge": [0.36, -0.31, 0.00, -0.52, 0.53, -0.19, -0.39, -0.51, 0.45, 0.27, 0.32],
  "de_lowest_ev": 2.702,
  "gap_ev": 7.3,
  "smiles": "C1#C/C=N\\C#C/C=C\\1"
}

***

Record 2
{
  "formula": "C7H3N3O",
  "method": "wB97M-V/def2-TZVPD",
  "species": ["C", "C", "C", "C", "C", "C", "C", "N", "N", "N", "O", "H", "H", "H"],
  "coordinates": [[1.240, 0.725, 0.060], [1.848, -1.717, 0.620], [-2.338, 1.978, -0.663], [0.920, -0.588, 0.282], [-1.568, 0.270, -0.381], [-0.896, 1.428, -0.481], [-0.251, -1.395, 0.053], [-2.875, 0.830, -0.740], [1.170, -2.833, 0.574], [-0.161, -2.634, 0.273], [0.417, 1.713, -0.110], [2.366, 0.919, 0.165], [2.934, -1.718, 0.912], [-2.804, 3.024, -0.565]],
  "mulliken_charge": [0.08, -0.74, -0.14, 0.75, -0.05, 0.47, 0.36, -0.51, -0.46, -0.40, -0.35, 0.30, 0.37, 0.32],
  "de_lowest_ev": 6.438,
  "gap_ev": [8.1, 8.1]
}

***

Record 3
{
  "formula": "C7H4",
  "method": "wB97M-V/def2-TZVPD",
  "species": ["C", "C", "C", "C", "C", "C", "C", "H", "H", "H", "H"],
  "coordinates": [[0.207, 1.360, 0.196], [1.479, 1.352, 0.132], [1.410, -1.479, 0.271], [0.137, -1.380, 0.213], [-1.245, 0.772, 0.261], [-0.576, -0.394, -0.490], [0.845, 0.098, -0.720], [2.302, -1.675, 0.813], [-1.628, 0.808, 1.234], [-1.960, 1.261, -0.459], [-0.972, -0.723, -1.453]],
  "mulliken_charge": [0.32, -0.72, -0.25, -0.56, -0.68, 0.65, -0.17, 0.38, 0.36, 0.25, 0.41],
  "de_lowest_ev": 5.261,
  "gap_ev": 8.4
}

***

Record 4
{
  "formula": "C7H40N14O13",
  "method": "wB97M-V/def2-TZVPD",
  "species": ["O", "H", "H", "O", "H", "H", "O", "H", "H", "O", "H", "H", "O", "H", "H", "O", "H", "H", "C", "O", "N", "N", "H", "H", "H", "H", "C", "O", "N", "N", "H", "H", "H", "H", "C", "O", "N", "N", "H", "H", "H", "H", "C", "O", "N", "N", "H", "H", "H", "H", "C", "O", "N", "N", "H", "H", "H", "H", "C", "O", "N", "N", "H", "H", "H", "H", "C", "O", "N", "N", "H", "H", "H", "H"],
  "coordinates": [[1.648, -3.575, -0.579], [2.113, -2.783, -0.309], [0.865, -3.253, -1.026], [-2.174, -1.631, -0.996], [-2.840, -1.009, -1.288], [-2.213, -1.593, -0.040], [3.750, -1.215, 0.610], [4.575, -0.838, 0.305], [3.079, -0.606, 0.302], [2.353, -2.306, 2.705], [1.708, -2.963, 2.445], [2.846, -2.124, 1.905], [-1.293, 1.127, -2.452], [-1.599, 1.887, -1.957], [-1.930, 0.440, -2.254], [-0.127, -3.876, 2.017], [0.398, -4.428, 2.597], [-0.051, -4.290, 1.158], [3.465, -2.665, -3.392], [4.221, -2.411, -4.301], [2.724, -1.743, -2.890], [3.358, -3.808, -2.811], [3.048, -0.828, -3.171], [1.914, -1.975, -2.333], [4.034, -4.454, -3.193], [2.748, -3.856, -2.007], [-4.250, -3.453, 2.123], [-4.045, -3.811, 3.256], [-5.398, -3.432, 1.536], [-3.350, -3.180, 1.231], [-5.469, -3.340, 0.533], [-6.015, -4.021, 2.078], [-3.573, -2.939, 0.276], [-2.369, -3.221, 1.471], [-3.876, 0.595, 2.238], [-2.812, 0.712, 1.704], [-4.931, 1.306, 2.094], [-3.943, -0.306, 3.162], [-4.909, 2.132, 1.513], [-5.772, 1.179, 2.639], [-4.787, -0.460, 3.694], [-3.087, -0.782, 3.409], [-0.778, 4.507, -0.235], [0.123, 4.531, -1.065], [-0.715, 3.989, 1.005], [-1.955, 5.084, -0.378], [-0.044, 3.343, 1.395], [-1.541, 4.183, 1.552], [-2.678, 4.755, 0.245], [-2.145, 5.419, -1.312], [2.095, 1.689, -3.169], [1.822, 0.993, -4.101], [1.256, 2.074, -2.252], [3.304, 2.203, -2.921], [1.522, 2.803, -1.606], [0.327, 1.681, -2.304], [4.102, 2.147, -3.538], [3.371, 2.851, -2.149], [2.694, 3.215, 0.682], [1.801, 2.593, 1.222], [3.876, 2.659, 0.484], [2.598, 4.477, 0.311], [4.165, 1.718, 0.711], [4.481, 3.177, -0.137], [1.640, 4.772, 0.185], [3.320, 4.883, -0.266], [0.386, -0.419, 0.384], [1.352, -0.760, -0.213], [-0.319, 0.689, 0.234], [-0.195, -1.073, 1.309], [0.118, 1.421, -0.307], [-1.106, 0.893, 0.834], [-0.991, -0.697, 1.805], [0.078, -2.004, 1.592]],
  "lowdin_spin": [0.00, 0.00, 0.00, 0.05, 0.03, 0.01, 0.00, 0.00, 0.00, 0.00, 0.00, 0.00, 0.06, 0.02, 0.01, 0.00, 0.00, 0.00, 0.00, 0.00, 0.00, 0.00, 0.00, 0.00, 0.00, 0.00, 0.02, 0.00, 0.02, 0.01, 0.02, 0.00, 0.01, 0.00, 0.11, 0.06, 0.11, 0.02, 0.10, 0.05, 0.02, 0.00, 0.03, 0.01, 0.02, 0.04, 0.00, 0.04, 0.07, 0.01, 0.00, 0.00, 0.00, 0.00, 0.00, 0.00, 0.00, 0.00, 0.00, 0.00, 0.00, 0.00, 0.00, 0.00, 0.00, 0.00, 0.01, 0.00, 0.00, 0.00, 0.00, 0.00, 0.00, 0.00],
  "de_lowest_ev": 0.000,
  "charge": -1,
  "gap_ev": [2.4, 8.8],
  "s2": 0.751,
  "spin_multiplicity": 2
}

***

Record 5
{
  "formula": "C7H41NO12",
  "method": "wB97M-V/def2-TZVPD",
  "species": ["C", "C", "C", "C", "C", "N", "C", "C", "H", "H", "H", "H", "H", "H", "H", "H", "H", "H", "H", "H", "H", "H", "H", "H", "H", "H", "H", "O", "H", "H", "O", "H", "H", "O", "H", "H", "O", "H", "H", "O", "H", "H", "O", "H", "H", "O", "H", "H", "O", "H", "H", "O", "H", "H", "O", "H", "H", "O", "H", "H", "O"],
  "coordinates": [[0.225, 1.010, -1.895], [0.563, 0.157, -3.069], [-0.255, -1.085, -3.531], [0.867, 1.059, -4.274], [0.230, 0.159, -0.629], [1.262, 0.527, 0.412], [2.470, -0.179, 0.366], [2.505, -1.466, 1.246], [-0.767, 1.545, -1.919], [1.011, 1.784, -1.860], [1.641, -0.380, -2.881], [-0.901, -0.746, -4.193], [-0.858, -1.211, -2.555], [0.275, -2.010, -3.663], [1.025, 2.102, -3.949], [0.077, 1.129, -5.117], [1.781, 0.875, -4.752], [-0.779, 0.299, -0.248], [0.051, -0.954, -0.761], [1.214, 1.648, 0.573], [3.376, 0.479, 0.772], [2.575, -0.535, -0.728], [2.618, -1.230, 2.340], [1.751, -2.070, 1.045], [3.541, -1.930, 0.970], [-2.872, -1.284, 4.306], [-2.059, -0.057, 4.423], [-2.982, -0.303, 4.337], [-0.530, 2.775, 3.905], [-0.971, 2.164, 5.275], [-0.650, 1.925, 4.438], [-2.697, 2.256, 1.717], [-2.184, 2.366, 3.066], [-2.558, 2.873, 2.424], [-0.514, 0.019, 1.762], [-1.096, -0.295, 3.092], [-1.372, -0.189, 2.166], [3.101, 0.985, -1.735], [3.370, 2.543, -2.231], [3.487, 1.571, -2.422], [4.387, -0.923, -4.198], [3.977, -0.042, -2.873], [4.146, -0.978, -3.296], [-2.860, -3.659, 3.495], [-2.566, -2.582, 2.302], [-2.592, -2.804, 3.233], [-5.466, 1.061, -0.043], [-4.714, 1.194, 1.423], [-4.637, 0.876, 0.490], [-4.637, 1.504, -2.833], [-3.203, 1.503, -3.294], [-4.024, 1.395, -3.623], [-0.533, -4.380, 2.466], [0.431, -5.638, 2.459], [-0.005, -4.936, 1.866], [4.591, -2.625, -2.237], [3.528, -2.737, -1.050], [4.347, -3.106, -1.420], [0.137, 4.363, 0.701], [-0.625, 3.149, 1.158], [0.328, 3.414, 1.018]],
  "mulliken_charge": [-0.72, 1.73, -1.31, -1.35, -0.97, 0.11, 0.34, -1.87, 0.17, 0.12, -0.34, 0.51, 0.26, 0.28, 0.37, 0.26, 0.34, 0.40, 0.27, 0.21, 0.23, -0.28, 0.34, 0.63, 0.41, 0.35, 0.32, -0.62, 0.30, 0.28, -0.61, 0.29, 0.42, -0.67, 0.26, 0.19, -0.46, 0.13, 0.34, -0.72, 0.27, 0.46, -0.63, 0.27, 0.33, -0.61, 0.29, 0.35, -0.62, 0.31, 0.32, -0.63, 0.31, 0.33, -0.63, 0.36, 0.31, -0.67, 0.32, 0.29, -0.68],
  "de_lowest_ev": 7.129,
  "gap_ev": 8.6
}

***

Record 6
{
  "formula": "C7H42N8O14",
  "method": "wB97M-V/def2-TZVPD",
  "species": ["O", "H", "H", "O", "H", "H", "O", "H", "H", "O", "H", "H", "O", "H", "H", "O", "H", "H", "O", "H", "H", "O", "H", "H", "O", "H", "H", "C", "O", "N", "N", "H", "H", "H", "H", "C", "O", "N", "N", "H", "H", "H", "H", "C", "O", "N", "N", "H", "H", "H", "H", "C", "O", "N", "N", "H", "H", "H", "H", "C", "C", "C", "O", "H", "H", "H", "H", "H", "H", "H", "H"],
  "coordinates": [[2.835, 1.587, 8.395], [3.577, 1.709, 8.988], [3.235, 1.387, 7.549], [5.555, 2.893, -2.401], [5.707, 1.967, -2.587], [6.050, 3.061, -1.599], [-1.664, 6.071, -2.779], [-2.230, 5.574, -2.189], [-1.837, 5.703, -3.646], [-5.023, 4.432, 0.521], [-4.818, 4.706, 1.416], [-5.979, 4.415, 0.488], [4.156, -5.259, 1.991], [4.731, -5.074, 2.734], [3.999, -4.404, 1.590], [6.395, -1.328, -3.562], [6.849, -0.965, -4.323], [7.066, -1.376, -2.882], [-4.263, 4.938, 5.220], [-4.672, 5.359, 5.975], [-4.384, 4.001, 5.373], [5.331, 1.526, 4.669], [6.155, 1.150, 4.979], [5.580, 2.055, 3.910], [2.224, -7.979, -1.857], [2.443, -7.393, -1.133], [2.209, -7.412, -2.628], [-4.816, -1.857, 5.443], [-4.841, -0.599, 5.442], [-5.124, -2.608, 4.396], [-4.347, -2.591, 6.397], [-4.855, -3.576, 4.289], [-5.384, -2.116, 3.553], [-4.474, -3.591, 6.466], [-4.136, -2.089, 7.247], [3.264, 8.650, 2.233], [4.076, 8.680, 1.375], [2.405, 7.666, 2.407], [3.107, 9.498, 3.201], [2.181, 7.303, 3.323], [2.229, 6.993, 1.675], [3.800, 10.233, 3.203], [2.473, 9.260, 3.950], [1.384, -3.812, -6.696], [1.399, -4.805, -5.966], [0.389, -3.436, -7.464], [2.285, -2.888, -6.791], [0.278, -2.539, -7.915], [-0.348, -4.123, -7.530], [2.932, -3.054, -6.033], [2.232, -2.149, -7.478], [-5.865, -5.818, -4.253], [-5.860, -6.980, -3.888], [-4.865, -4.972, -4.202], [-6.822, -5.247, -4.963], [-3.995, -5.274, -3.787], [-4.893, -4.056, -4.627], [-7.650, -5.728, -5.284], [-6.647, -4.366, -5.424], [0.312, 0.326, 0.918], [0.052, -0.652, -0.225], [-0.531, 0.075, -1.538], [1.143, -1.490, -0.637], [-0.560, 0.739, 1.425], [1.002, 1.099, 0.582], [0.863, -0.200, 1.698], [-0.776, -1.286, 0.094], [-1.492, 0.578, -1.432], [-0.528, -0.536, -2.441], [0.058, 0.968, -1.746], [1.716, -0.973, -1.208]],
  "mulliken_charge": [-0.64, 0.31, 0.32, -0.64, 0.32, 0.32, -0.64, 0.32, 0.32, -0.64, 0.33, 0.32, -0.63, 0.31, 0.32, -0.65, 0.33, 0.32, -0.64, 0.32, 0.33, -0.63, 0.32, 0.32, -0.64, 0.32, 0.32, 0.61, -0.67, -0.40, -0.39, 0.19, 0.23, 0.20, 0.23, 0.61, -0.60, -0.44, -0.38, 0.19, 0.20, 0.23, 0.19, 0.70, -0.66, -0.43, -0.41, 0.16, 0.22, 0.23, 0.19, 0.65, -0.63, -0.37, -0.38, 0.21, 0.16, 0.21, 0.15, -1.18, 0.41, -1.27, -0.52, 0.36, 0.28, 0.31, 0.23, 0.39, 0.33, 0.34, 0.32],
  "gap_ev": 9.7
}